Molecular formula: C5H20IN10O5
Method: DFT, wB97M-V/def2-TZVPD

```
! RIJCOSX wB97M-V def2-TZVPD def2/J DEFGRID3
* xyz -1 1
I 0.71690 12.01899 -20.17339
C -1.95991 10.57737 -17.07935
O -2.48006 9.83934 -16.25925
N -1.08976 11.57844 -16.73547
N -2.30073 10.54675 -18.32801
H -1.00953 11.60671 -15.72906
H -0.65616 11.96756 -17.56050
H -3.04814 9.88751 -18.49194
H -1.88300 11.25394 -18.91580
C 3.07126 11.49493 -23.79217
O 3.59924 11.22687 -24.79538
N 3.61514 12.27961 -22.92140
N 1.77804 11.26135 -23.59283
H 4.56767 12.43863 -23.21722
H 3.25907 12.52759 -22.00936
H 1.40778 11.64023 -22.73291
H 1.17087 10.79467 -24.25136
C -0.84441 14.78147 -23.65598
O -0.98241 15.94360 -24.14635
N -1.00698 14.39534 -22.43549
N -0.23208 13.86585 -24.30306
H -1.41285 15.11103 -21.84969
H -0.45171 13.63509 -22.06972
H -0.12282 12.91232 -23.98851
H 0.13903 14.01401 -25.23065
C 0.51605 14.37508 -16.29091
O 0.40606 15.01571 -15.32814
N 1.51790 13.55522 -16.51414
N -0.11350 14.54240 -17.45067
H 2.14371 13.37153 -15.74297
H 1.63909 13.05232 -17.38161
H 0.21509 14.01756 -18.24858
H -0.85089 15.23246 -17.46433
C 1.76995 16.51480 -20.39521
O 0.75647 16.58547 -19.74708
N 2.51049 17.56762 -20.76175
N 2.24860 15.39908 -20.80635
H 1.95024 18.39263 -20.60181
H 3.26155 17.44256 -21.42535
H 3.25008 15.42365 -20.93495
H 1.64336 14.59746 -20.91203
*
```

Properties
Orbital gap = 8.873 eV
Relative energy (zero: lowest compared OMol25 entry of this formula, charge and spin) = 302.21 kJ/mol
E_LUMO = 2.5714 eV

These are the natural (NBO) partial charges, in e, on atoms 1 to 5: -0.89, 0.76, -0.72, -0.88, -0.84



Molecular formula: C3H10NS
Method: DFT, wB97M-V/def2-TZVPD

```
! RIJCOSX wB97M-V def2-TZVPD def2/J DEFGRID3
* xyz 1 1
C 0.04944 -1.14248 -0.96953
C 0.47470 -0.25248 1.29259
C -0.23282 -0.03398 -0.06204
N 0.26354 1.41205 -0.69214
S -2.07010 0.14673 0.10710
H -0.64391 -1.45257 -1.75200
H 1.09793 -1.01035 -1.43897
H 0.02064 -2.13073 -0.32641
H 1.48240 -0.43926 1.29509
H 0.36295 0.64879 1.88295
H -0.17711 -1.02963 1.73144
H 1.30176 1.45740 -0.66872
H 0.01207 1.19372 -1.59295
H -0.10037 2.31941 -0.30038
H -1.84110 0.31337 1.49397
*
```

Properties
Orbital gap = 10.489 eV
SMILES string = CC(C)([NH3+])S
Relative energy (zero: lowest compared OMol25 entry of this formula, charge and spin) = 124.51 kJ/mol
E_LUMO = -3.6554 eV

These are the natural (NBO) partial charges, in e, on atoms 1 to 5: -0.72, -0.65, 0.07, -0.73, 0.04



Molecular formula: C36H53LuNP2
Method: DFT, wB97M-V/def2-TZVPD

```
! RIJCOSX wB97M-V def2-TZVPD def2/J DEFGRID3
* xyz 1 1
Lu -0.09162 0.07917 0.11518
C -0.76925 -1.97167 0.81740
C 0.61564 -2.10502 0.39944
C 0.53082 -0.49692 2.13342
C -0.83055 -0.96716 1.88008
C 1.42544 -1.21770 1.22229
C -1.91716 -2.78237 0.34205
H -1.69754 -3.26268 -0.61446
H -2.83438 -2.18845 0.23151
H -2.12371 -3.57815 1.07232
C -2.03985 -0.50361 2.57668
H -2.95297 -0.70707 2.01028
H -2.00009 0.57073 2.75376
H -2.11299 -0.99702 3.55025
C 0.91149 0.51849 3.13654
H 0.95983 0.05197 4.12962
H 0.17394 1.32729 3.17887
H 1.88739 0.96694 2.92326
C 2.90546 -1.14532 1.23295
H 3.28298 -1.78714 2.04133
H 3.27585 -0.12979 1.41731
H 3.33191 -1.50938 0.29428
C 1.14234 -3.10734 -0.56562
H 1.51696 -3.98328 -0.01511
H 1.97323 -2.71104 -1.16393
H 0.36566 -3.45479 -1.25311
C -2.17137 1.00556 -7.19107
C -2.06052 -0.32726 -7.25923
C -1.07357 -1.17532 -8.00542
C 0.23501 -0.48860 -8.46666
C 1.03249 0.08568 -7.33212
C 0.90305 1.27633 -6.73233
C -0.05017 2.39797 -7.01510
C -1.31629 2.05490 -7.83784
H -1.56272 -1.63106 -8.88250
H 0.01202 0.26041 -9.23423
H -0.80527 -2.02210 -7.35121
H -1.03414 1.78584 -8.86137
H -2.98662 1.40068 -6.56590
H -2.80832 -0.91155 -6.70825
H -1.90913 2.98578 -7.92053
H -0.37192 2.81110 -6.04324
H 1.60583 1.49368 -5.91785
H 0.48507 3.22220 -7.51697
H 0.84722 -1.26300 -8.96647
H 1.81233 -0.58363 -6.93795
P -1.17365 0.06501 -2.14410
P 1.62262 1.41252 -1.15252
C -0.28037 1.27232 -3.19352
C 0.59834 2.25367 -2.42104
H -1.04669 1.78591 -3.78572
H 0.32747 0.67018 -3.88055
H 1.31169 2.77918 -3.06925
H -0.01258 3.00359 -1.89400
C 2.33566 2.65084 -0.14206
H 3.02274 2.23799 0.60681
H 1.58911 3.26019 0.37421
H 2.86955 3.27912 -0.85446
C 2.90211 0.57175 -2.00950
H 3.31105 1.27798 -2.73880
H 2.55524 -0.33513 -2.52530
H 3.68894 0.28232 -1.30044
C -2.84476 0.62683 -1.98497
H -3.45520 -0.00068 -1.31314
H -3.22859 0.57634 -3.00825
H -2.88788 1.66588 -1.63448
C -1.21065 -1.42882 -3.06822
H -0.22671 -1.91597 -3.11722
H -1.53589 -1.15442 -4.07703
H -1.92932 -2.13460 -2.63366
C 0.17029 6.25013 0.52371
C -0.63469 5.61200 -0.42044
C -1.02808 4.29189 -0.24109
C -0.58824 3.53946 0.88587
C 0.17855 4.25075 1.86386
C 0.56173 5.56951 1.67708
N -1.11894 2.29716 1.19877
C -2.10560 2.65020 2.13503
C -1.93501 2.69579 3.56853
C -2.85323 3.27763 4.44675
C -3.97796 3.91370 3.95925
C -4.17453 3.95012 2.57520
C -3.28429 3.33100 1.69583
H 0.47542 7.28722 0.37376
H -0.96819 6.15721 -1.30177
H -1.70628 3.81958 -0.95951
H 0.47304 3.73175 2.77857
H 1.16948 6.06996 2.43291
H -1.07735 2.30158 4.12580
H -2.66364 3.25134 5.52638
H -4.66500 4.39111 4.65581
H -5.04650 4.49402 2.20655
H -3.47488 3.43613 0.62352
*
```

Properties
Orbital gap = 6.772 eV
Relative energy (zero: lowest compared OMol25 entry of this formula, charge and spin) = 12.85 kJ/mol
E_LUMO = -2.8909 eV

These are the Löwdin partial charges, in e, on atoms 1 to 5: 1.31, -0.33, -0.32, -0.33, -0.34



Molecular formula: C50H51BrN3O3Sc
Method: DFT, wB97M-V/def2-TZVPD

```
! RIJCOSX wB97M-V def2-TZVPD def2/J DEFGRID3
* xyz 0 1
Sc -0.40072 0.75297 0.23836
C -0.18272 1.79742 4.25355
C -1.29424 1.36952 3.29971
C -2.56337 2.19875 3.50751
C -1.62562 -0.11305 3.36756
C -1.57930 -0.77311 4.59043
C -1.92072 -2.11098 4.69175
C -2.25708 -2.81740 3.54691
C -2.29541 -2.20615 2.29903
C -2.49578 -3.05828 1.05619
C -1.18189 -3.76694 0.71474
C -3.65167 -4.04690 1.18976
C -2.04427 -0.81887 2.22159
N -2.05222 -0.12360 1.00204
C -3.08576 -0.11472 0.11078
C -3.03694 0.18285 -1.24433
N -0.92433 1.72713 -1.50416
C -0.03874 2.60189 -2.30131
C 0.30366 3.89122 -1.80715
C 0.89475 4.80000 -2.68553
C 1.24542 4.47474 -3.97335
C 1.10093 3.16154 -4.36156
C 0.51003 2.20055 -3.54698
C 0.69772 0.77707 -4.04455
C 0.57237 0.60476 -5.55984
C 2.05648 0.25778 -3.56145
C 0.24759 4.44772 -0.37511
C 1.66138 4.76709 0.12224
C -0.64108 5.69004 -0.28183
C -4.40190 -0.02685 -1.79051
C -4.99789 -0.05366 -3.02488
C -6.38894 -0.33916 -3.12975
C -7.18513 -0.59567 -2.04793
C -6.59639 -0.61165 -0.75459
C -7.24513 -0.86901 0.47881
C -6.53309 -0.85857 1.65338
C -5.13505 -0.62562 1.68482
C -4.49145 -0.39286 0.49791
C -5.23456 -0.35308 -0.69033
H 0.10967 2.82772 4.04414
H 0.69762 1.15610 4.16280
H -0.51340 1.76339 5.29274
H -0.95521 1.64051 2.28519
H -2.96163 2.01715 4.50860
H -3.32384 1.92805 2.77452
H -2.35662 3.26478 3.40041
H -1.28142 -0.23416 5.48065
H -1.89675 -2.60772 5.65330
H -2.47203 -3.87662 3.62212
H -2.73050 -2.41332 0.21411
H -0.87632 -4.43388 1.52694
H -0.38265 -3.04484 0.53257
H -1.29204 -4.36197 -0.19304
H -3.46280 -4.80626 1.95208
H -3.80387 -4.56821 0.24353
H -4.57714 -3.52751 1.44325
H 1.10281 5.79748 -2.32175
H 1.68283 5.20947 -4.63653
H 1.47375 2.85569 -5.32840
H -0.05183 0.12519 -3.64214
H 1.44715 0.97410 -6.09812
H -0.30964 1.11536 -5.94952
H 0.48131 -0.45877 -5.78548
H 2.86523 0.86222 -3.98000
H 2.19699 -0.77851 -3.87452
H 2.12501 0.28956 -2.47289
H -0.16715 3.71191 0.29964
H 2.13137 5.56786 -0.45181
H 2.30746 3.89047 0.06007
H 1.62084 5.08995 1.16573
H -0.19032 6.53955 -0.79942
H -0.78369 5.97709 0.76163
H -1.62035 5.51019 -0.72143
H -4.44961 0.13582 -3.93513
H -6.82736 -0.34219 -4.12024
H -8.24359 -0.78940 -2.16995
H -8.31068 -1.06596 0.49284
H -7.04858 -1.04497 2.58709
H -4.61405 -0.65011 2.63289
Br -3.72635 3.91578 0.34001
C -2.74916 2.99529 -1.02704
C -3.23739 3.06867 -2.30049
C -2.90830 2.24764 -3.44719
C -2.28120 1.06204 -3.43988
C -1.82751 0.53523 -2.12954
N -1.67731 2.38262 -0.49877
C -0.95435 -0.75062 -2.05450
O -1.13751 -1.69282 -2.78864
O -0.09028 -0.70992 -1.06285
H -4.03716 3.78106 -2.44797
H -3.27225 2.62454 -4.39749
H -2.09310 0.50013 -4.34413
C 3.90960 1.37692 1.05039
C 2.61384 0.69623 1.35380
O 1.58083 1.14959 0.84226
C 2.56045 -0.46535 2.24741
C 1.39955 -1.23492 2.32695
C 1.31977 -2.30597 3.19598
C 2.40798 -2.61212 4.00228
C 3.57388 -1.85961 3.92961
C 3.65590 -0.79514 3.05053
H 3.77287 2.04144 0.20242
H 4.69824 0.65387 0.84949
H 4.21127 1.96847 1.91886
H 0.52889 -1.04022 1.71313
H 0.40586 -2.88258 3.24002
H 2.34857 -3.44466 4.69119
H 4.41846 -2.10593 4.55858
H 4.56587 -0.21300 3.00032
*
```

Properties
Orbital gap = 5.237 eV
Relative energy (zero: lowest compared OMol25 entry of this formula, charge and spin) = 378.49 kJ/mol
E_LUMO = -1.4912 eV

These are the Löwdin partial charges, in e, on atoms 1 to 5: 0.96, -0.06, -0.37, -0.05, -0.15



Molecular formula: C2H4Br2N3O2
Method: DFT, wB97M-V/def2-TZVPD

```
! RIJCOSX wB97M-V def2-TZVPD def2/J DEFGRID3
* xyz 1 1
C 0.41129 0.05319 -0.16955
C 3.02078 -0.02412 0.30558
N 0.43290 0.62670 -1.33127
N 2.81309 -0.03726 1.56731
N 0.07394 -0.75679 0.58718
O 2.51644 0.83021 2.40995
O 2.79434 -1.31344 2.13639
Br 3.35210 1.60846 -0.38901
Br 3.18202 -1.57250 -0.61740
H 0.94586 1.40952 -1.45344
H -0.03094 0.43369 -2.18113
H 1.95794 -1.15622 2.75814
H -0.10715 -1.61394 0.96027
*
```

Properties
Orbital gap (spin up / spin down) = 7.186 / 7.186 eV
Relative energy (zero: lowest compared OMol25 entry of this formula, charge and spin) = 197.11 kJ/mol
E_LUMO (spin up / spin down) = -5.8644 / -5.8646 eV

These are the natural (NBO) partial charges, in e, on atoms 1 to 5: 0.79, -0.22, -0.78, 0.29, -0.46



Molecular formula: C12H23N2O4S2
Method: DFT, wB97M-V/def2-TZVPD

```
! RIJCOSX wB97M-V def2-TZVPD def2/J DEFGRID3
* xyz 1 1
S 4.18934 -1.19456 0.92239
C 4.11095 0.39669 -0.06958
C 2.87633 1.21063 0.49633
C 3.19438 2.71689 0.85683
C 2.13802 3.73548 0.25078
C 0.66186 3.42510 0.73372
C -0.34153 3.80772 -0.44343
C -1.10986 2.55744 -1.04267
S -2.92467 2.74296 -0.62908
C -3.12105 1.44093 0.63090
N -2.58576 1.61725 1.84898
N -2.89088 0.43763 2.48307
C -3.58396 -0.36397 1.67386
O -3.76601 0.26116 0.44477
H 5.50950 -1.52049 1.11196
H 3.63412 -2.18506 0.14326
H 3.85568 0.08357 -1.11629
H 5.08055 0.94582 -0.06328
H 1.99976 1.14806 -0.20819
H 2.52355 0.70090 1.43830
H 4.25452 3.02194 0.62942
H 3.08979 2.81322 1.97606
H 2.20901 3.72937 -0.87396
H 2.39038 4.76493 0.62186
H 0.54245 2.37027 1.08596
H 0.44836 4.07938 1.62236
H 0.15413 4.34485 -1.28989
H -1.07219 4.53008 0.01393
H -0.68895 1.64673 -0.53980
H -1.01253 2.43784 -2.14664
H -3.99289 -1.37359 1.85696
C -2.16094 -6.85122 -1.07449
O -1.44405 -5.64265 -0.81056
C -2.14735 -4.52867 -1.03462
O -3.28330 -4.47398 -1.42278
O -1.36289 -3.47770 -0.74960
C -1.99070 -2.21182 -0.94597
H -1.49323 -7.68308 -0.85835
H -3.03457 -6.92959 -0.42707
H -2.45355 -6.90386 -2.12337
H -2.85744 -2.10773 -0.29570
H -2.27589 -2.08065 -1.99039
H -1.26849 -1.43824 -0.68601
*
```

Properties
Orbital gap = 7.327 eV
E_LUMO = -4.1106 eV

These are the natural (NBO) partial charges, in e, on atoms 1 to 5: 0.37, -0.48, -0.44, -0.41, -0.40



Number 1: total energy -1424.22532 hartree. Number 2: total energy -572.95175 hartree. Number 3: total energy -3376.23671 hartree. Number 4: total energy -5660.72206 hartree. Number 5: total energy -5540.90417 hartree. Number 6: total energy -1677.50029 hartree.